Entry 1:
{"formula": "CH3N4O", "method": "the ωB97M-V functional and the def2-TZVPD basis", "e_above_lowest_kj_mol": 299.2, "homo_lumo_gap_ev": 7.1, "total_charge": -1, "molar_mass_da": 87.06, "symbols": ["N", "C", "N", "O", "N", "N", "H", "H", "H"], "coordinates": [[-2.72, -0.84, -0.02], [-1.73, -0.22, -0.08], [-0.65, 0.34, -0.40], [-0.27, 1.66, -0.38], [0.46, -0.72, -0.11], [1.49, -0.08, 0.54], [0.59, -1.24, -1.06], [1.06, 0.32, 1.43], [1.78, 0.79, 0.07]]}

=====

Entry 2:
{"formula": "C48H55AsKNP2", "method": "the ωB97M-V functional and the def2-TZVPD basis", "e_above_lowest_kj_mol": 0.0, "homo_lumo_gap_ev": 6.0, "total_charge": 0, "molar_mass_da": 821.94, "symbols": ["K", "C", "C", "C", "P", "C", "C", "C", "C", "C", "C", "C", "C", "C", "C", "N", "C", "C", "C", "C", "C", "C", "C", "C", "C", "H", "H", "H", "H", "H", "H", "H", "H", "H", "H", "H", "H", "H", "H", "H", "H", "H", "H", "H", "H", "H", "H", "H", "H", "H", "H", "H", "H", "H", "H", "H", "C", "C", "As", "C", "C", "C", "C", "C", "C", "C", "C", "C", "C", "C", "C", "P", "C", "C", "C", "C", "C", "C", "C", "C", "C", "C", "C", "C", "H", "H", "H", "H", "H", "H", "H", "H", "H", "H", "H", "H", "H", "H", "H", "H", "H", "H", "H", "H", "H", "H", "H", "H"], "coordinates": [[-2.33, -0.42, -0.09], [-4.96, -2.05, -4.07], [-4.30, -0.82, -3.46], [-4.98, -0.45, -2.14], [-2.44, -0.99, -3.22], [-1.79, -0.32, -4.84], [-2.51, -0.61, -6.15], [-0.28, -0.56, -4.93], [-2.14, -2.78, -3.20], [-1.80, -3.51, -4.34], [-1.50, -4.86, -4.32], [-1.14, -5.62, -5.58], [-1.56, -5.51, -3.08], [-1.91, -4.83, -1.93], [-2.22, -3.44, -1.94], [-2.63, -2.77, -0.84], [-2.32, -3.24, 0.43], [-3.34, -3.31, 1.40], [-4.77, -3.04, 1.00], [-3.04, -3.66, 2.71], [-1.75, -3.99, 3.11], [-1.48, -4.53, 4.50], [-0.74, -3.86, 2.17], [-0.99, -3.49, 0.85], [0.17, -3.32, -0.10], [-6.02, -1.87, -4.25], [-4.86, -2.90, -3.39], [-4.50, -2.34, -5.02], [-4.41, 0.03, -4.14], [-4.82, -1.24, -1.40], [-6.06, -0.34, -2.29], [-4.61, 0.50, -1.75], [-1.92, 0.76, -4.66], [-2.35, -1.62, -6.52], [-2.14, 0.08, -6.92], [-3.59, -0.46, -6.07], [-0.05, -1.63, -4.98], [0.23, -0.15, -4.06], [0.13, -0.08, -5.82], [-1.74, -3.00, -5.29], [-0.93, -4.93, -6.40], [-1.95, -6.27, -5.90], [-0.26, -6.24, -5.44], [-1.34, -6.57, -3.02], [-1.97, -5.36, -0.99], [-4.97, -3.44, 0.00], [-4.99, -1.97, 0.95], [-5.47, -3.48, 1.71], [-3.86, -3.74, 3.43], [-2.33, -4.37, 5.16], [-0.60, -4.07, 4.95], [-1.28, -5.60, 4.46], [0.29, -4.07, 2.46], [1.08, -3.03, 0.44], [-0.04, -2.56, -0.85], [0.38, -4.24, -0.65], [0.75, 3.13, 0.83], [2.21, 3.40, 1.19], [2.87, 5.19, 0.64], [4.70, 4.87, 1.25], [5.70, 4.72, 0.30], [7.01, 4.44, 0.68], [7.32, 4.31, 2.02], [6.33, 4.46, 2.99], [5.03, 4.74, 2.60], [2.29, 6.29, 2.16], [2.82, 7.58, 2.25], [2.45, 8.42, 3.29], [1.54, 8.00, 4.24], [1.00, 6.72, 4.16], [1.38, 5.88, 3.12], [0.14, 1.39, 0.93], [1.50, 0.41, 0.19], [2.65, 0.03, 0.88], [3.62, -0.73, 0.25], [3.45, -1.12, -1.07], [2.31, -0.74, -1.77], [1.34, 0.02, -1.14], [0.24, 0.94, 2.69], [0.42, 1.86, 3.72], [0.38, 1.45, 5.05], [0.15, 0.12, 5.36], [-0.04, -0.80, 4.34], [0.00, -0.39, 3.02], [0.56, 3.43, -0.20], [0.05, 3.73, 1.43], [2.85, 2.72, 0.62], [2.43, 3.22, 2.25], [5.46, 4.83, -0.75], [7.78, 4.33, -0.07], [8.34, 4.10, 2.32], [6.58, 4.37, 4.04], [4.26, 4.87, 3.36], [3.53, 7.92, 1.51], [2.88, 9.42, 3.34], [1.25, 8.66, 5.05], [0.29, 6.38, 4.90], [0.95, 4.89, 3.08], [2.77, 0.32, 1.92], [4.50, -1.03, 0.80], [4.21, -1.72, -1.56], [2.16, -1.06, -2.79], [0.44, 0.28, -1.68], [0.59, 2.90, 3.51], [0.52, 2.18, 5.84], [0.11, -0.20, 6.40], [-0.23, -1.84, 4.56], [-0.15, -1.14, 2.23]]}

=====

Entry 3:
{"formula": "C6H12O", "method": "the ωB97M-V functional and the def2-TZVPD basis", "e_above_lowest_kj_mol": 463.3, "homo_lumo_gap_ev": 10.5, "total_charge": 0, "molar_mass_da": 100.16, "symbols": ["O", "C", "C", "C", "H", "H", "H", "H", "H", "H", "C", "C", "C", "H", "H", "H", "H", "H", "H"], "coordinates": [[-0.22, -0.93, -1.90], [-0.14, 0.45, -2.15], [-0.19, 1.48, -1.08], [0.97, 1.32, -1.66], [0.17, -1.11, -1.04], [-0.60, 0.63, -3.12], [-0.77, 2.01, -0.34], [2.01, 1.61, -1.73], [2.32, -0.90, -0.25], [2.39, -0.49, -0.87], [0.56, -1.19, 1.53], [-0.16, -0.08, 1.64], [-1.66, -0.03, 1.55], [1.63, -1.19, 1.69], [0.10, -2.15, 1.28], [0.35, 0.85, 1.88], [-2.08, -0.01, 2.56], [-2.06, -0.90, 1.03], [-2.02, 0.87, 1.03]]}

=====

Entry 4:
{"formula": "C2H2N2O2S2", "method": "the ωB97M-V functional and the def2-TZVPD basis", "e_above_lowest_kj_mol": 452.7, "homo_lumo_gap_ev": [7.0, 7.0], "total_charge": 0, "molar_mass_da": 150.18, "symbols": ["C", "C", "N", "N", "O", "O", "S", "S", "H", "H"], "coordinates": [[-0.53, -0.41, -0.58], [-0.45, 1.01, -0.31], [-1.56, -0.91, -0.03], [2.48, 0.95, 0.63], [0.33, 1.85, -0.67], [-1.54, 1.40, 0.50], [1.65, -0.19, 1.21], [-2.58, 0.27, 0.92], [-1.85, -1.87, -0.05], [1.97, 1.61, 0.02]]}

=====

Entry 5:
{"formula": "C29H33As2KN6O5S2", "method": "the ωB97M-V functional and the def2-TZVPD basis", "e_above_lowest_kj_mol": 78.6, "homo_lumo_gap_ev": 6.0, "total_charge": -2, "molar_mass_da": 798.70, "symbols": ["K", "N", "C", "S", "N", "N", "C", "C", "C", "C", "C", "C", "C", "C", "C", "C", "C", "C", "N", "H", "H", "H", "H", "H", "H", "H", "H", "H", "H", "H", "O", "S", "O", "O", "O", "C", "As", "C", "C", "C", "C", "C", "C", "C", "As", "C", "C", "H", "H", "H", "H", "H", "H", "H", "H", "H", "H", "H", "H", "H", "H", "H", "H", "N", "C", "O", "C", "C", "C", "C", "N", "C", "H", "H", "H", "H", "H", "H"], "coordinates": [[-0.89, -0.04, -2.12], [2.29, -4.10, -3.29], [2.04, -2.87, -2.67], [1.66, -1.53, -3.70], [2.22, -2.87, -1.39], [1.87, -1.75, -0.69], [2.80, -1.09, -0.12], [4.26, -1.34, -0.30], [5.09, -1.42, 0.81], [6.45, -1.66, 0.67], [6.99, -1.80, -0.60], [6.17, -1.71, -1.72], [4.81, -1.48, -1.57], [2.38, 0.07, 0.72], [3.13, 1.26, 0.69], [2.66, 2.35, 1.39], [1.47, 2.24, 2.10], [0.82, 1.01, 2.09], [1.27, -0.05, 1.44], [1.80, -4.16, -4.18], [2.11, -4.88, -2.68], [4.67, -1.30, 1.80], [7.09, -1.73, 1.54], [8.06, -1.99, -0.72], [6.59, -1.82, -2.71], [4.17, -1.40, -2.44], [4.04, 1.31, 0.11], [3.20, 3.29, 1.36], [1.04, 3.08, 2.63], [-0.11, 0.88, 2.63], [-3.80, -0.77, -3.21], [-3.88, 0.36, -2.27], [-5.26, 0.85, -2.08], [-3.32, -0.10, -0.95], [-2.98, 1.47, -2.73], [-0.50, -3.45, 1.48], [-1.50, -2.06, 0.50], [-2.00, -3.16, -1.06], [-3.22, -2.22, 1.46], [-3.76, -3.48, 1.72], [-4.98, -3.64, 2.35], [-5.69, -2.51, 2.75], [-5.16, -1.25, 2.51], [-3.93, -1.09, 1.87], [-3.22, 0.74, 1.61], [-3.37, 1.23, 3.55], [-4.85, 1.67, 1.06], [-1.01, -4.41, 1.49], [-0.33, -3.11, 2.50], [0.46, -3.55, 0.99], [-2.47, -4.10, -0.76], [-1.09, -3.38, -1.62], [-2.69, -2.57, -1.67], [-3.22, -4.37, 1.39], [-5.39, -4.63, 2.53], [-6.66, -2.61, 3.23], [-5.73, -0.38, 2.81], [-4.38, 1.08, 3.94], [-3.12, 2.29, 3.66], [-2.67, 0.65, 4.14], [-5.68, 1.46, 1.74], [-5.11, 1.38, 0.04], [-4.64, 2.74, 1.09], [2.16, 6.47, -2.59], [2.56, 5.25, -2.07], [3.74, 4.96, -1.98], [1.46, 4.39, -1.57], [0.29, 4.92, -1.02], [-0.70, 4.06, -0.60], [-0.50, 2.69, -0.75], [0.62, 2.18, -1.27], [1.57, 3.01, -1.66], [2.88, 6.98, -3.07], [1.23, 6.54, -2.96], [0.17, 6.00, -0.92], [-1.63, 4.42, -0.18], [-1.28, 2.00, -0.45], [2.47, 2.57, -2.07]]}

=====

Entry 6:
{"formula": "C9H29B2NNaO", "method": "the ωB97M-V functional and the def2-TZVPD basis", "e_above_lowest_kj_mol": 10.3, "homo_lumo_gap_ev": 6.8, "total_charge": -1, "molar_mass_da": 211.95, "symbols": ["Na", "B", "H", "H", "H", "H", "B", "H", "H", "H", "H", "C", "C", "N", "C", "C", "C", "C", "H", "H", "H", "H", "H", "H", "H", "H", "H", "H", "H", "H", "H", "H", "H", "C", "C", "O", "C", "H", "H", "H", "H", "H", "H"], "coordinates": [[0.01, -0.14, -1.20], [-2.29, -0.89, -2.53], [-1.47, -1.60, -2.15], [-3.35, -1.38, -2.46], [-2.20, 0.07, -1.90], [-2.02, -0.66, -3.64], [1.20, 0.28, -3.21], [0.09, 0.20, -3.42], [1.51, -0.67, -2.64], [1.81, 0.32, -4.20], [1.37, 1.22, -2.58], [2.37, 0.17, 1.21], [1.08, 0.70, 1.83], [0.18, 1.30, 0.82], [-1.07, 1.61, 1.54], [-2.15, 2.20, 0.61], [0.74, 2.50, 0.18], [1.21, 3.65, 1.06], [2.97, -0.25, 2.01], [2.98, 0.97, 0.81], [2.14, -0.50, 0.38], [0.53, -0.05, 2.39], [1.30, 1.50, 2.56], [-0.91, 2.33, 2.36], [-1.53, 0.68, 1.87], [-2.45, 1.47, -0.14], [-1.83, 3.16, 0.20], [-3.05, 2.49, 1.17], [1.53, 2.21, -0.52], [-0.02, 2.80, -0.54], [0.38, 4.16, 1.54], [1.94, 3.31, 1.80], [1.83, 4.35, 0.50], [-1.50, -4.05, 0.36], [-0.37, -3.10, 0.54], [-0.45, -1.91, 0.40], [0.96, -3.74, 0.99], [-1.57, -4.71, 1.23], [-1.26, -4.78, -0.42], [-2.39, -3.51, 0.04], [0.89, -4.27, 1.94], [1.71, -2.96, 1.07], [1.12, -4.46, 0.19]]}

=====

Entry 7:
{"formula": "C29H23CrF3N7O9PSeTe", "method": "the ωB97M-V functional and the def2-TZVPD basis", "s2": 3.798, "spin_multiplicity": 4, "e_above_lowest_kj_mol": 0.0, "homo_lumo_gap_ev": [7.3, 7.1], "total_charge": 1, "molar_mass_da": 960.07, "symbols": ["Cr", "Se", "N", "C", "C", "C", "C", "C", "N", "C", "C", "N", "C", "C", "C", "C", "C", "N", "H", "H", "H", "H", "H", "H", "C", "C", "O", "P", "O", "Te", "O", "C", "C", "H", "H", "H", "H", "H", "H", "H", "H", "H", "H", "O", "C", "O", "C", "C", "C", "C", "C", "C", "N", "O", "O", "N", "O", "O", "H", "H", "H", "F", "C", "F", "F", "C", "C", "C", "N", "C", "C", "H", "H", "H", "H"], "coordinates": [[-0.15, 0.10, 0.56], [6.10, 0.06, 4.88], [5.85, 0.10, 3.12], [4.56, 0.03, 2.93], [3.94, 0.08, 1.60], [4.67, 0.26, 0.42], [3.99, 0.36, -0.77], [2.61, 0.28, -0.77], [1.91, 0.10, 0.34], [2.56, -0.01, 1.52], [1.73, -0.17, 2.72], [0.41, -0.25, 2.52], [-0.42, -0.29, 3.56], [0.06, -0.29, 4.86], [1.42, -0.23, 5.08], [2.28, -0.17, 3.99], [3.74, -0.08, 4.11], [4.37, -0.08, 5.25], [5.75, 0.33, 0.48], [4.52, 0.51, -1.71], [2.04, 0.40, -1.69], [-1.48, -0.33, 3.33], [-0.64, -0.32, 5.69], [1.83, -0.23, 6.08], [-5.18, 1.75, -2.08], [-4.71, 0.31, -1.96], [-4.06, 0.02, -0.69], [-2.74, 0.73, -0.23], [-2.12, -0.12, 0.90], [-1.07, 0.91, -1.91], [-3.13, 2.16, 0.28], [-3.68, 2.39, 1.62], [-4.65, 3.53, 1.53], [-5.73, 1.85, -3.01], [-4.35, 2.45, -2.10], [-5.84, 2.01, -1.26], [-4.02, 0.04, -2.76], [-5.55, -0.38, -1.98], [-2.83, 2.62, 2.26], [-4.15, 1.48, 1.98], [-4.16, 4.44, 1.19], [-5.09, 3.72, 2.51], [-5.46, 3.30, 0.83], [1.81, 2.62, 1.83], [0.73, 2.85, 1.31], [-0.20, 1.98, 1.06], [0.39, 4.24, 0.86], [1.33, 5.25, 1.04], [1.02, 6.52, 0.60], [-0.18, 6.84, 0.00], [-1.08, 5.80, -0.17], [-0.82, 4.51, 0.24], [-2.38, 6.09, -0.81], [-3.01, 5.15, -1.24], [-2.70, 7.26, -0.91], [2.02, 7.60, 0.78], [1.68, 8.72, 0.48], [3.10, 7.28, 1.21], [2.28, 5.04, 1.51], [-0.40, 7.84, -0.32], [-1.55, 3.73, 0.08], [0.30, -6.51, -1.71], [-0.09, -6.18, -0.48], [-1.29, -6.73, -0.26], [0.77, -6.72, 0.39], [-0.14, -4.68, -0.30], [0.42, -3.83, -1.23], [0.38, -2.47, -0.98], [-0.17, -1.95, 0.12], [-0.74, -2.78, 1.00], [-0.74, -4.15, 0.83], [0.88, -4.20, -2.13], [0.79, -1.76, -1.69], [-1.23, -2.33, 1.85], [-1.22, -4.79, 1.56]]}

=====

Entry 8:
{"formula": "C5H12N2", "method": "the ωB97M-V functional and the def2-TZVPD basis", "e_above_lowest_kj_mol": 115.1, "homo_lumo_gap_ev": 10.0, "total_charge": 0, "molar_mass_da": 100.16, "symbols": ["H", "N", "C", "N", "C", "C", "C", "C", "H", "H", "H", "H", "H", "H", "H", "H", "H", "H", "H"], "coordinates": [[0.26, 3.22, -1.21], [0.84, 2.49, -1.62], [1.00, 1.53, -0.80], [0.67, 1.58, 0.55], [0.36, 0.41, 1.38], [-0.86, -0.43, 1.03], [-1.03, -1.04, -0.36], [0.20, -1.79, -0.92], [1.27, 0.57, -1.25], [-0.03, 2.30, 0.71], [0.45, 0.71, 2.42], [1.17, -0.33, 1.24], [-0.90, -1.28, 1.77], [-1.78, 0.08, 1.34], [-1.83, -1.77, -0.26], [-1.23, -0.17, -1.00], [0.24, -1.73, -2.00], [1.14, -1.52, -0.41], [0.06, -2.83, -0.61]]}